No. 1
Computed, not measured: C29H25CaN5O2S as an isolated structure, with the ωB97M-V functional and the def2-TZVPD basis.

Last column: Mulliken charge in e.
Atoms and positions in Å:
Ca -12.6336 -10.2599 5.6055  2.28
C -7.8446 -10.8994 6.0270  -0.41
O -8.7061 -11.4612 7.0732  -0.41
C -9.9957 -11.1539 6.7130  0.15
N -10.1108 -10.4150 5.6394  -0.16
C -8.7912 -10.0185 5.1413  0.00
C -8.6802 -10.1347 3.6452  0.15
C -7.7867 -10.8853 2.9432  -0.46
C -7.9772 -11.1207 1.5760  -0.58
C -9.0932 -10.5833 0.8931  -0.69
C -9.9057 -9.6616 1.6029  -0.73
C -9.6851 -9.4575 2.9690  -0.29
C -10.9637 -11.5233 7.8236  0.46
C -10.5101 -11.8825 9.1085  -0.52
C -11.5042 -12.0874 10.0965  -0.48
C -12.7757 -11.7182 9.7929  -0.75
C -13.0714 -11.1087 8.5365  -0.17
N -12.2565 -11.3836 7.5051  -0.55
C -14.0896 -10.1573 8.2336  0.83
N -14.3632 -9.5850 7.0984  -0.43
C -15.6217 -8.6755 7.3327  -0.25
C -15.7944 -8.7497 8.8003  -0.48
O -14.8372 -9.7812 9.3008  -0.41
C -16.8380 -9.1120 6.4691  0.26
C -17.4504 -8.2278 5.6245  -0.45
C -18.4543 -8.6150 4.7324  -0.59
C -18.8799 -9.9313 4.7513  -0.39
C -18.3088 -10.8512 5.6325  -0.72
C -17.2669 -10.4853 6.4752  -0.24
H -7.3897 -11.6951 5.4436  0.37
H -6.9974 -10.3431 6.4915  0.28
H -8.6082 -8.9773 5.3423  0.35
H -6.9275 -11.2511 3.4536  0.44
H -7.2308 -11.6699 1.0277  0.41
H -9.2147 -10.7448 -0.1608  0.47
H -10.7753 -9.2123 1.1402  0.50
H -10.3806 -8.7827 3.5401  0.47
H -9.4515 -11.9881 9.2872  0.56
H -11.2659 -12.5302 11.0727  0.46
H -13.5122 -11.8071 10.5680  0.53
H -15.2603 -7.6724 7.0978  0.65
H -16.8053 -9.0868 9.1479  0.36
H -15.5003 -7.7773 9.2878  0.27
H -17.2080 -7.1752 5.5337  0.36
H -18.8408 -7.9055 3.9508  0.36
H -19.6758 -10.2635 4.0702  0.39
H -18.6834 -11.8922 5.6812  0.37
H -16.7629 -11.1841 7.1112  0.49
N -14.8638 -15.7739 1.7370  -0.38
C -14.9201 -14.4975 1.3319  0.08
S -15.4464 -13.8189 -0.1112  -0.26
C -14.5208 -13.5921 2.3817  0.81
C -14.7358 -13.7810 3.7299  -0.96
C -14.2468 -12.8452 4.5957  0.01
N -13.4624 -11.7897 4.1973  -0.40
C -13.3421 -11.5295 2.8968  -0.08
C -13.8402 -12.3901 1.9399  -0.76
H -14.9773 -16.4943 1.0063  0.28
H -14.2080 -15.9441 2.5014  0.23
H -15.2663 -14.6619 4.1575  0.42
H -14.4696 -12.9348 5.6657  0.40
H -12.8793 -10.5820 2.5302  0.22
H -13.8233 -12.1151 0.8738  0.32

As for the total charge: +2. The value obtained for the LUMO energy is -7.07 eV. The value obtained for the highest occupied orbital energy is -12.993 eV.


No. 2
Computed, not measured: C29H25Cl2IrN7O2S as an isolated structure, with the ωB97M-V functional and the def2-TZVPD basis.

Last column: Mulliken charge in e.
Atoms and positions in Å:
Ir 0.0603 -1.4540 -0.0064  1.74
C -2.9797 -1.3393 4.5707  -0.52
C -3.0266 -2.2420 3.5123  -0.77
C -1.9422 -2.3779 2.6721  -0.14
C -0.7806 -1.6236 2.8887  0.30
C -0.7353 -0.7203 3.9628  -0.26
C -1.8321 -0.5857 4.7899  -0.91
N 0.2983 -1.7836 2.0187  -0.25
C 1.5853 -1.9420 2.4166  1.04
C 2.0048 -2.2031 3.7345  -0.78
C 3.3396 -2.4356 3.9846  -0.81
C 4.2812 -2.4352 2.9459  -0.68
C 3.8982 -2.1980 1.6390  -0.72
C 2.5584 -1.9530 1.3676  0.55
N 2.0170 -1.7353 0.1125  1.38
N 2.7173 -1.7935 -0.9316  -1.19
C 2.0076 -1.6057 -2.0985  0.37
C 2.6242 -1.6747 -3.3403  -0.60
C 1.8519 -1.5531 -4.4832  -0.31
C 0.4833 -1.3617 -4.3625  -0.82
C -0.0736 -1.2764 -3.0956  -0.08
N 0.6682 -1.3817 -1.9957  -0.16
H -3.8352 -1.2240 5.2217  0.46
H -3.9051 -2.8518 3.3530  0.49
H -1.9580 -3.0985 1.8650  0.33
H 0.1519 -0.1190 4.1175  0.62
H -1.7925 0.1106 5.6164  0.44
H 1.2721 -2.2473 4.5272  0.60
H 3.6620 -2.6344 4.9972  0.46
H 5.3209 -2.6370 3.1617  0.44
H 4.6131 -2.2149 0.8283  0.52
H 3.6884 -1.8617 -3.3720  0.55
H 2.3090 -1.6063 -5.4617  0.45
H -0.1475 -1.2923 -5.2365  0.48
H -1.1353 -1.1151 -2.9552  0.50
S 0.4881 5.3612 -0.1868  -0.08
C 0.3920 3.5769 -0.0889  0.18
C -0.7865 2.9470 0.2923  -0.73
C -0.7926 1.5702 0.4179  -0.28
N 0.2957 0.8323 0.1786  -0.18
C 1.4322 1.4375 -0.1842  -0.19
C 1.5266 2.8054 -0.3285  -0.83
C -0.0239 5.5441 -1.8991  0.42
C 0.9458 5.6736 -2.8803  -0.17
C 0.5176 5.8543 -4.1922  -0.42
N -0.7674 5.9088 -4.5102  -0.53
C -1.6950 5.7963 -3.5696  -0.44
C -1.3671 5.6108 -2.2305  -0.19
H -1.6789 3.5167 0.5053  0.49
H -1.6862 1.0388 0.7146  0.55
H 2.2953 0.8059 -0.3509  0.42
H 2.4636 3.2640 -0.6086  0.47
H 1.9997 5.6610 -2.6400  0.41
H 1.2243 5.9665 -5.0052  0.37
H -2.7255 5.8681 -3.8946  0.37
H -2.1412 5.5532 -1.4777  0.38
N -0.2365 -3.6741 -0.4494  -0.56
H -1.2685 -3.6801 -0.5317  0.34
H 0.0356 -4.3436 0.2644  0.28
H 0.1486 -3.9834 -1.3366  0.31
Cl -4.3296 -0.0237 -1.9018  -0.14
C -4.2814 -1.0274 -0.4463  -0.05
Cl -4.4999 -0.0547 1.0142  -0.11
C -2.9034 -1.7193 -0.3958  0.44
O -2.8612 -2.9340 -0.5354  -0.79
O -1.9287 -0.9064 -0.2083  -0.92
H -5.0609 -1.7787 -0.4995  0.44

As for the expectation value of S²: 0.817. As for the total charge: +2. The value obtained for the LUMO energy (alpha / beta) is -7.92 / -8.66 eV. The value obtained for the highest occupied orbital energy (alpha / beta) is -13.553 / -13.553 eV. Its spin multiplicity is 2.


No. 3
Computed, not measured: C29H25Cl4F7MoN3O8S3 as an isolated structure, with the ωB97M-V functional and the def2-TZVPD basis.

Last column: Mulliken charge in e.
Atoms and positions in Å:
Mo 0.0994 -0.0267 0.8874  -0.31
F -3.7767 0.5705 3.3241  -0.15
C -3.9885 1.6963 2.6486  0.48
F -4.9078 1.4592 1.7085  -0.20
F -4.4631 2.6171 3.4830  -0.23
S -2.4503 2.2705 1.8144  1.06
O -2.0570 1.1118 1.0398  -0.11
O -2.8211 3.4571 1.1144  -0.70
N -1.5716 2.5169 3.0959  -0.45
S -0.0216 2.5112 3.2266  0.90
O 0.6930 1.7240 2.2299  -0.18
O 0.3740 2.3727 4.5887  -0.72
C 0.4834 4.2164 2.7461  0.46
F 0.1254 4.4730 1.4934  -0.16
F -0.0843 5.1144 3.5505  -0.23
F 1.8089 4.3303 2.8500  -0.21
Cl 2.0979 2.7380 -5.7468  -0.26
C 1.5354 2.4245 -4.1267  0.21
C 0.1846 2.2242 -3.9037  -0.80
C -0.2446 1.9555 -2.6167  1.43
Cl -1.9293 1.7239 -2.3015  -0.12
C 0.6350 1.8657 -1.5237  -2.37
O 0.1976 1.5999 -0.3220  0.22
C 1.9878 2.1161 -1.8092  1.15
Cl 3.1191 2.0811 -0.4994  -0.20
C 2.4451 2.3837 -3.0871  -0.63
H -0.5271 2.2782 -4.7153  0.45
H 3.4987 2.5453 -3.2640  0.47
C -2.4633 -0.9186 -4.5718  -0.56
C -2.3452 -2.2053 -3.7697  -0.73
N -2.3860 -2.0241 -2.3155  0.11
C -3.6814 -2.1671 -1.6416  -1.10
C -4.3138 -0.8288 -1.2819  -0.17
C -1.2663 -1.7114 -1.6474  0.34
S -1.3199 -1.8259 0.0831  -0.43
N -0.1999 -1.4683 -2.4175  -0.04
C 0.9624 -1.0784 -1.9280  -0.77
O 1.2393 -0.6848 -0.7621  0.21
C 2.1021 -1.0447 -2.8920  0.80
C 1.8678 -1.0257 -4.2630  -0.62
C 2.9287 -0.9049 -5.1466  -0.63
C 4.2276 -0.8199 -4.6641  -0.45
C 4.4647 -0.8541 -3.2959  -0.76
C 3.4044 -0.9574 -2.4102  -0.05
H -2.4694 -1.1541 -5.6382  0.38
H -1.6199 -0.2635 -4.3598  -0.22
H -3.3804 -0.3791 -4.3339  0.33
H -1.4096 -2.7047 -4.0148  0.45
H -3.1644 -2.8810 -4.0193  0.46
H -3.5544 -2.7747 -0.7476  0.55
H -4.3260 -2.7224 -2.3228  0.41
H -3.6616 -0.2626 -0.6174  -0.35
H -5.2621 -0.9948 -0.7680  0.42
H -4.5058 -0.2319 -2.1747  0.21
H 0.8479 -1.0799 -4.6188  0.31
H 2.7408 -0.8620 -6.2117  0.42
H 5.0559 -0.7209 -5.3547  0.39
H 5.4768 -0.7860 -2.9178  0.42
H 3.5695 -0.9517 -1.3411  0.39
Cl -2.0447 -2.2218 5.9146  -0.25
C -1.3247 -1.0139 4.8288  0.09
C -1.1691 -1.4998 3.3941  0.23
O -1.4410 -2.6121 3.0095  -0.75
O -0.6586 -0.5350 2.6803  0.81
H -0.3359 -0.7603 5.2069  -0.09
H -1.9397 -0.1188 4.8488  0.29
F 2.4547 -1.7321 7.2099  -0.38
C 2.3245 -1.5396 5.8716  0.61
C 2.6543 -0.3123 5.3376  -0.94
C 2.5216 -0.1269 3.9683  -0.02
C 2.0584 -1.1446 3.1353  0.53
C 1.9061 -0.9467 1.6674  -1.80
C 1.7373 -2.3706 3.7233  0.06
C 1.8641 -2.5789 5.0888  -0.81
H 2.9967 0.4834 5.9854  0.41
H 2.7683 0.8358 3.5393  0.43
H 2.0004 -1.9004 1.1457  0.81
H 2.6769 -0.2744 1.2775  0.49
H 1.3540 -3.1706 3.1013  0.32
H 1.5959 -3.5224 5.5450  0.41

As for the expectation value of S²: 2.020. As for the total charge: -1. The value obtained for the LUMO energy (alpha / beta) is 1.96 / 1.97 eV. The value obtained for the highest occupied orbital energy (alpha / beta) is -5.734 / -5.798 eV. Its spin multiplicity is 3.


Number 1: electronic energy -71285.369 eV, F_max 4.37 eV/Å. Number 2: electronic energy -83710.578 eV, F_max 2.04 eV/Å. Number 3: electronic energy -154808.533 eV, F_max 0.11 eV/Å.